[1]
C18H36Cl12FN3O9 | ωB97M-V/def2-TZVPD

```
! RIJCOSX wB97M-V def2-TZVPD def2/J DEFGRID3
* xyz 0 1
C -38.01 9.49 18.01
N -37.89 7.99 17.84
O -38.16 7.56 16.78
O -37.69 7.33 18.81
H -38.83 9.58 18.73
H -38.29 9.99 17.09
H -37.06 9.91 18.34
C -31.78 7.50 13.01
N -33.18 7.09 13.44
O -33.52 5.90 13.19
O -33.90 7.90 13.93
H -31.41 8.19 13.77
H -32.01 7.83 12.00
H -31.15 6.61 13.08
C -37.31 -0.08 9.27
N -37.00 -0.81 10.54
O -36.72 -2.01 10.35
O -36.94 -0.22 11.65
H -38.25 0.43 9.45
H -37.43 -0.81 8.47
H -36.48 0.60 9.07
C -36.90 -3.44 15.46
C -38.42 -3.40 15.53
O -38.71 -4.02 16.75
C -37.64 -4.88 17.05
O -37.61 -5.60 18.07
O -36.71 -4.70 16.16
F -38.94 -4.02 14.51
H -36.48 -2.65 16.07
H -36.43 -3.44 14.48
H -38.81 -2.38 15.54
Cl -37.41 -0.51 21.92
C -36.68 -2.14 22.43
C -37.73 -3.09 23.02
Cl -38.42 -2.56 24.47
H -35.90 -1.93 23.15
H -36.25 -2.61 21.54
H -37.21 -4.02 23.24
H -38.51 -3.35 22.31
Cl -31.03 -1.05 21.11
C -29.45 -1.00 20.26
C -28.51 0.03 20.94
Cl -27.77 -0.78 22.30
H -29.75 -0.61 19.29
H -29.06 -1.99 20.04
H -29.13 0.85 21.30
H -27.67 0.42 20.36
Cl -31.74 3.98 9.58
C -31.32 2.31 9.71
C -31.99 1.67 10.96
Cl -31.82 -0.06 10.80
H -30.23 2.34 9.71
H -31.75 1.80 8.85
H -33.07 1.80 10.98
H -31.55 2.02 11.89
Cl -39.64 2.09 17.45
C -40.25 2.99 18.84
C -41.28 2.19 19.62
Cl -42.53 1.47 18.45
H -40.62 3.89 18.35
H -39.34 3.32 19.34
H -41.82 2.92 20.23
H -40.89 1.44 20.30
Cl -32.02 8.16 24.64
C -32.82 8.72 23.14
C -32.21 8.09 21.95
Cl -33.05 8.62 20.45
H -32.73 9.80 23.18
H -33.89 8.49 23.17
H -32.28 7.01 21.98
H -31.15 8.28 21.80
Cl -32.89 0.48 16.55
C -33.56 2.16 16.42
C -34.08 2.68 17.79
Cl -32.75 3.05 18.98
H -34.30 2.09 15.63
H -32.92 2.93 15.98
H -34.76 1.97 18.26
H -34.66 3.58 17.61
*
```

- LUMO energy: -0.011 Eh
- HOMO: -10.407 eV
- HOMO-LUMO gap: 10.12 eV
- Total energy: -195124.960 eV
- SMILES: O=C1OC[C@@H](F)O1.C[N+](=O)[O-].C[N+](=O)[O-].C[N+](=O)[O-].ClCCCl.ClCCCl.ClCCCl.ClCCCl.ClCCCl.ClCCCl

Here are the Löwdin charges for atoms 1 to 5, given in e: atom 1 (C): 0.050, atom 2 (N): -0.494, atom 3 (O): 0.088, atom 4 (O): 0.072, atom 5 (H): 0.098

[2]
C4H5NO | ωB97M-V/def2-TZVPD

```
! RIJCOSX wB97M-V def2-TZVPD def2/J DEFGRID3
* xyz 0 1
C 1.05 0.20 -1.49
C 0.68 0.80 -0.21
C 0.44 1.38 0.82
O -1.55 0.04 2.50
N -1.49 -0.74 1.59
C -1.44 -1.49 0.71
H 1.78 0.86 -1.98
H 1.51 -0.79 -1.39
H 0.20 0.09 -2.18
H 0.12 1.75 1.77
H -1.31 -2.11 -0.14
*
```

- LUMO energy: 0.029 Eh
- Energy relative to the best compared isomer or geometry (same formula, charge and spin): 115.1 kcal/mol
- HOMO: -9.883 eV
- HOMO-LUMO gap: 10.67 eV
- Total energy: -7761.537 eV
- SMILES: C#[N+][O-].C#CC

Here are the Löwdin charges for atoms 1 to 5, given in e: atom 1 (C): -0.127, atom 2 (C): -0.209, atom 3 (C): 0.085, atom 4 (O): 0.001, atom 5 (N): -0.224

[3]
C5H10NO2 | ωB97M-V/def2-TZVPD

```
! RIJCOSX wB97M-V def2-TZVPD def2/J DEFGRID3
* xyz -1 1
O 3.49 -0.74 -0.96
C 3.73 -0.42 0.22
O 2.91 -0.17 1.14
C -2.44 0.39 -0.50
C -0.97 0.63 -0.08
C -0.69 -0.15 1.26
C -0.03 0.07 -1.16
N -3.41 0.57 0.36
H 4.79 -0.43 0.57
H -0.81 1.69 0.09
H -1.62 -0.17 1.82
H -0.22 -1.09 0.97
H 0.03 0.37 1.89
H -0.40 -0.94 -1.40
H 1.00 -0.07 -0.82
H 0.00 0.69 -2.06
H -2.46 0.39 -1.62
H -2.89 -0.60 0.31
*
```

- LUMO energy: 0.125 Eh
- Energy relative to the best compared isomer or geometry (same formula, charge and spin): 101.6 kcal/mol
- HOMO: -4.185 eV
- HOMO-LUMO gap: 7.58 eV
- Total energy: -10929.857 eV

Here are the Löwdin charges for atoms 1 to 5, given in e: atom 1 (O): -0.148, atom 2 (C): -0.695, atom 3 (O): -0.160, atom 4 (C): -0.335, atom 5 (C): -0.391

[4]
C26H44B2FNO10PS | ωB97M-V/def2-TZVPD

```
! RIJCOSX wB97M-V def2-TZVPD def2/J DEFGRID3
* xyz -1 1
C -0.14 1.27 3.27
C 1.14 1.72 4.11
C 2.29 2.30 3.20
O 3.14 2.97 3.74
O 2.21 2.02 1.86
C 3.49 1.70 1.26
C 3.35 0.31 0.50
C 4.72 -0.46 0.35
O 5.28 -0.59 1.70
N 4.36 -1.07 2.58
O 4.81 -0.95 3.67
O 5.40 0.34 -0.57
B 5.49 -0.24 -1.92
F 6.86 -0.50 -2.38
C 4.85 0.57 -3.19
B 4.86 2.16 -3.05
O 5.33 2.94 -4.16
O 4.41 2.90 -1.93
O 4.78 -1.53 -1.71
C 4.72 -1.91 -0.34
C 3.62 -2.96 0.05
C 2.19 -2.67 -0.57
O 1.16 -2.74 0.43
C 0.37 -3.93 0.33
C -1.04 -3.59 1.00
O -2.15 -4.19 0.25
C -3.00 -3.09 -0.06
C -3.77 -2.51 1.07
C -4.61 -1.37 0.77
C -4.67 -0.84 -0.61
C -5.57 0.44 -0.86
C -7.06 -0.04 -0.54
C -5.59 0.90 -2.36
C -5.26 1.58 0.18
C -4.05 2.54 -0.18
C -3.61 3.22 1.21
C -4.41 3.73 -1.16
C -2.77 1.82 -0.74
C -3.93 -1.44 -1.70
C -3.08 -2.60 -1.41
P 6.33 -2.94 -0.16
S 7.93 -1.92 0.26
H -0.68 2.20 2.95
H 0.20 0.65 2.40
H -0.83 0.73 3.96
H 0.79 2.61 4.72
H 1.49 0.96 4.84
H 4.36 1.73 1.96
H 3.69 2.48 0.48
H 3.03 0.58 -0.55
H 2.51 -0.30 0.93
H 3.82 0.15 -3.42
H 5.50 0.33 -4.08
H 6.25 2.71 -4.36
H 5.14 3.45 -1.59
H 3.94 -3.96 -0.35
H 3.51 -3.06 1.16
H 2.20 -1.61 -0.95
H 2.00 -3.32 -1.46
H 0.84 -4.69 1.03
H 0.26 -4.32 -0.71
H -1.05 -3.94 2.06
H -1.09 -2.47 1.00
H -3.62 -2.97 2.07
H -5.19 -0.86 1.59
H -7.73 0.81 -0.85
H -7.35 -0.93 -1.17
H -7.23 -0.21 0.55
H -6.22 0.19 -2.97
H -4.59 0.97 -2.85
H -6.15 1.88 -2.41
H -6.19 2.23 0.24
H -5.09 1.20 1.23
H -2.64 3.77 1.08
H -3.45 2.35 1.92
H -4.43 3.83 1.66
H -5.41 4.19 -0.99
H -4.26 3.35 -2.21
H -3.61 4.51 -1.02
H -2.82 1.56 -1.82
H -1.91 2.54 -0.62
H -2.53 0.89 -0.16
H -3.96 -1.06 -2.75
H -2.52 -3.05 -2.27
H 6.11 -3.83 0.94
H 6.51 -3.61 -1.40
*
```

- LUMO energy: 0.072 Eh
- HOMO: -5.037 eV
- HOMO-LUMO gap: 6.99 eV
- Total energy: -73836.674 eV

Here are the Löwdin charges for atoms 1 to 5, given in e: atom 1 (C): -0.105, atom 2 (C): -0.127, atom 3 (C): -0.462, atom 4 (O): 0.096, atom 5 (O): -0.031

[5]
C7H7Cl20NO3PS | ωB97M-V/def2-TZVPD

```
! RIJCOSX wB97M-V def2-TZVPD def2/J DEFGRID3
* xyz -1 1
O -0.77 -0.39 2.55
C -0.54 -1.42 1.56
C 0.35 -2.54 2.25
N 1.72 -2.64 1.74
P 2.63 -1.26 2.08
O 4.26 -1.54 1.71
O 2.25 0.08 1.07
S 2.55 -0.75 3.98
H -0.57 0.47 2.18
H -1.53 -1.83 1.22
H -0.04 -1.02 0.65
H -0.14 -3.53 2.05
H 0.28 -2.39 3.36
H 4.59 -0.74 1.27
H 1.58 0.56 1.55
C -4.57 -2.84 0.95
Cl -3.99 -2.50 2.59
Cl -5.64 -1.53 0.42
Cl -3.19 -2.95 -0.15
Cl -5.46 -4.38 0.94
C -1.22 1.87 -1.09
Cl -0.65 2.19 0.56
Cl -2.29 3.18 -1.61
Cl 0.18 1.76 -2.18
Cl -2.10 0.34 -1.11
C 2.08 5.71 -2.99
Cl 1.40 7.17 -3.73
Cl 3.24 6.18 -1.73
Cl 0.78 4.74 -2.27
Cl 2.92 4.75 -4.23
C 7.80 1.09 0.81
Cl 8.16 2.81 0.57
Cl 8.05 0.67 2.51
Cl 6.12 0.76 0.36
Cl 8.89 0.11 -0.20
C -7.42 -2.05 -3.53
Cl -9.16 -2.01 -3.19
Cl -6.65 -3.30 -2.54
Cl -7.15 -2.40 -5.25
Cl -6.71 -0.47 -3.13
*
```

- LUMO energy: 0.054 Eh
- HOMO: -3.475 eV
- HOMO-LUMO gap: 4.96 eV
- Total energy: -285578.388 eV

Here are the Löwdin charges for atoms 1 to 5, given in e: atom 1 (O): -0.154, atom 2 (C): -0.299, atom 3 (C): -0.392, atom 4 (N): -0.273, atom 5 (P): 0.176

[6]
C6H14O | ωB97M-V/def2-TZVPD

```
! RIJCOSX wB97M-V def2-TZVPD def2/J DEFGRID3
* xyz 0 1
C 0.55 0.99 -3.24
C 0.98 0.17 -2.02
C 0.28 0.62 -0.74
C 0.54 -0.31 0.44
C -0.22 0.10 1.69
O -0.16 -0.92 2.66
C -1.41 -1.31 3.15
H 1.07 0.66 -4.15
H 0.77 2.06 -3.10
H -0.53 0.89 -3.42
H 0.75 -0.89 -2.20
H 2.07 0.24 -1.89
H 0.59 1.65 -0.49
H -0.80 0.67 -0.92
H 1.61 -0.37 0.66
H 0.22 -1.33 0.18
H 0.19 1.03 2.11
H -1.27 0.31 1.42
H -1.93 -0.48 3.67
H -1.25 -2.12 3.86
H -2.07 -1.67 2.35
*
```

- LUMO energy: 0.042 Eh
- Energy relative to the best compared isomer or geometry (same formula, charge and spin): 19.0 kcal/mol
- HOMO: -9.618 eV
- HOMO-LUMO gap: 10.75 eV
- Total energy: -8496.070 eV
- SMILES: CCCCCOC

Here are the Löwdin charges for atoms 1 to 5, given in e: atom 1 (C): -0.124, atom 2 (C): -0.282, atom 3 (C): -0.240, atom 4 (C): -0.192, atom 5 (C): -0.253

What is the formula in the sixth record?
C6H14O